# 1
This record from OMol25 describes 2 unconnected molecules or ions with the total composition CH6N2S2. The level of theory is wB97M-V/def2-TZVPD.

Atoms and positions in Å:
H (0.350405, -0.222630, 0.910555)
N (-0.254647, 0.590185, 0.921182)
C (0.043289, 1.332685, 1.906932)
N (-0.731907, 2.398491, 2.251520)
H (0.967121, 1.325648, 2.488226)
H (-1.574790, 2.594876, 1.741996)
H (-0.632148, 2.774693, 3.174418)
S (0.750251, -1.884129, -4.142491)
S (0.012317, -3.774013, -3.685691)
H (0.385156, -1.227028, -3.031514)
H (0.684951, -3.908775, -2.535132)

Atomic forces in eV per Å
0.356 0.171 -0.378
-0.135 -0.511 0.429
-0.248 0.596 -0.406
0.213 0.325 0.127
-0.051 -0.580 0.231
-0.110 -0.215 0.033
-0.016 0.203 -0.046
0.222 -0.118 -0.057
-0.096 0.383 0.175
-0.267 -0.030 -0.042
0.133 -0.226 -0.066

Computed properties:
Relative energy (zero: lowest compared OMol25 entry of this formula, charge and spin)   9.3 kcal/mol
SMILES   [H]/N=C/N.SS
HOMO   -8.946 eV

---

# 2
This record from OMol25 describes 2 unconnected molecules or ions with the total composition CH6N3 at a distorted geometry. The level of theory is wB97M-V/def2-TZVPD.

Atoms and positions in Å:
C (0.391728, -0.076533, 0.040230)
N (0.990369, -0.983779, 0.789378)
N (0.690546, 0.797928, -0.842342)
N (-1.915893, -0.282677, -0.208784)
H (1.781293, -0.652951, 1.257525)
H (0.368419, -1.582042, 1.300401)
H (1.613862, 0.975008, -1.283580)
H (0.006425, 1.396166, -1.373425)
H (-2.027056, 0.659717, -0.441969)
H (-1.899697, -0.250837, 0.762567)

Atomic forces in eV per Å
-4.122 -1.086 -1.057
-1.459 1.424 -1.408
1.043 1.699 -1.798
3.532 -1.976 -1.102
1.927 0.053 0.924
-0.110 -0.394 0.259
-0.205 -0.563 0.950
0.411 -1.228 1.296
-0.408 2.239 -0.740
-0.608 -0.168 2.676

Computed properties:
Relative energy (zero: lowest compared OMol25 entry of this formula, charge and spin)   113.5 kcal/mol
Total charge   +1
HOMO (alpha / beta)   -15.770 / -15.363 eV

---

# 3
This record from OMol25 describes a molecular structure, CH6N3PS at a distorted geometry. The level of theory is wB97M-V/def2-TZVPD.

Atoms and positions in Å:
C (1.155606, 0.949928, -0.075267)
N (0.040611, 0.680858, -0.973865)
N (1.066330, 0.107740, 1.139658)
N (-1.033560, -1.685579, -0.288999)
P (-1.057180, -0.079714, 0.112484)
S (-2.881525, 0.648585, 0.285484)
H (2.150572, 0.849758, -0.541022)
H (1.045567, 1.952928, 0.243294)
H (0.144090, 0.058293, -1.780098)
H (0.879662, 0.782531, 1.917615)
H (-1.574784, -2.294756, 0.206788)
H (0.064610, -1.970570, -0.246075)

Atomic forces in eV per Å
1.233 -0.256 0.340
-1.023 -1.229 0.255
-3.641 0.487 -0.725
5.693 1.285 -1.401
0.807 1.003 0.336
1.846 -0.631 0.313
-0.475 -0.165 -0.206
0.117 1.325 -0.034
0.460 0.456 0.166
0.372 -0.863 -0.572
-1.872 -1.914 1.573
-3.517 0.502 -0.046

Computed properties:
Relative energy (zero: lowest compared OMol25 entry of this formula, charge and spin)   54.2 kcal/mol
HOMO (alpha / beta)   -8.842 / -8.841 eV

---

# 4
This record from OMol25 describes a gas-phase ion, CH6N3S2 (charge +1) at a distorted geometry. The level of theory is wB97M-V/def2-TZVPD.

Atoms and positions in Å:
N (0.720432, -1.613906, -0.012457)
C (0.130086, -0.471912, -0.104421)
N (0.663934, 0.697792, 0.139837)
S (2.402951, 1.014632, -0.146443)
N (-1.661786, -0.325278, -0.258980)
S (-2.306894, 1.118650, 0.087010)
H (1.828559, -1.604222, 0.105242)
H (0.323453, -2.625964, -0.193963)
H (0.154528, 1.539153, 0.076901)
H (2.278622, 1.651000, 1.110451)
H (-2.112058, -1.021840, 0.344917)
H (-2.421832, 1.641896, -1.148099)

Atomic forces in eV per Å
2.754 -3.271 -0.592
-4.934 1.447 1.332
2.189 -1.655 -1.547
-1.484 0.669 2.346
3.945 -2.487 -0.268
-0.344 2.077 0.566
-3.072 0.054 -0.268
0.591 3.193 0.381
-1.547 0.845 -0.138
1.159 -0.572 -1.369
0.760 -0.078 -0.321
-0.017 -0.222 -0.123

Computed properties:
Relative energy (zero: lowest compared OMol25 entry of this formula, charge and spin)   52.5 kcal/mol
Total charge   +1
SMILES   N/C(NS)=[NH+]/S
HOMO   -13.603 eV

---

# 5
This record from OMol25 describes 2 unconnected molecules or ions with the total composition CH6N4 at a distorted geometry. The level of theory is wB97M-V/def2-TZVPD.

Atoms and positions in Å:
C (0.079457, 0.822189, -0.053959)
H (-2.642301, -0.787711, 0.338179)
H (-1.382492, -1.380583, -0.633662)
H (-1.710223, 1.103658, -0.802053)
H (0.392820, 1.923675, 0.185975)
H (2.573391, 0.056441, 1.316130)
H (2.523176, -1.264688, -0.178552)
N (-1.606084, -0.732101, 0.148640)
N (-1.303749, 0.593209, 0.023161)
N (0.833350, -0.229885, -0.293695)
N (2.242650, -0.104207, -0.050166)

Atomic forces in eV per Å
1.934 -0.711 0.230
1.653 -0.072 -0.258
0.020 1.061 0.474
-0.085 -0.594 0.962
-0.233 -2.147 -0.451
-1.623 -0.685 -4.887
-0.596 4.430 0.741
-2.865 -2.363 0.097
1.041 2.173 -1.800
-0.815 2.593 1.760
1.570 -3.684 3.132

Computed properties:
Relative energy (zero: lowest compared OMol25 entry of this formula, charge and spin)   98.0 kcal/mol
HOMO   -8.303 eV

---

# 6
This record from OMol25 describes a single CH6N4 molecule at a distorted geometry. The level of theory is wB97M-V/def2-TZVPD.

Atoms and positions in Å:
N (-0.275935, 1.931276, -0.589111)
N (0.616385, 1.334113, 0.441211)
C (0.573196, 0.042747, 0.447351)
N (0.131136, -0.863767, -0.427218)
N (-0.259581, -2.060897, 0.056686)
H (-1.103764, 2.378894, -0.225099)
H (0.141457, 2.737041, -1.070084)
H (0.993855, -0.395280, 1.325457)
H (-0.575217, -0.297741, -1.048002)
H (-0.733177, -2.087128, 0.985457)
H (0.491645, -2.719258, 0.103353)

Atomic forces in eV per Å
0.712 -0.462 -1.229
-1.612 0.435 -0.268
1.193 2.097 1.067
-2.366 3.437 -2.600
-1.621 -2.372 1.388
-0.075 -0.432 1.128
0.658 -0.792 0.417
0.760 -0.281 0.549
1.460 -2.000 0.883
0.418 0.569 -1.057
0.473 -0.198 -0.278

Computed properties:
Relative energy (zero: lowest compared OMol25 entry of this formula, charge and spin)   48.3 kcal/mol
SMILES   N/N=C\NN
HOMO   -8.465 eV

---

# 7
This record from OMol25 describes a molecular structure, CH6N4O2 at a distorted geometry. The level of theory is wB97M-V/def2-TZVPD.

Atoms and positions in Å:
C (-0.391833, 0.517439, 0.093812)
H (1.373746, -1.836563, 0.456822)
H (1.308122, -1.948917, -1.242471)
H (1.713833, 0.700256, -0.238326)
H (-2.402627, -0.074837, 0.255460)
H (-0.024697, -1.778717, -0.177151)
H (-0.165625, 3.463806, 0.877076)
N (0.909060, -1.301212, -0.439270)
N (0.759043, 0.137135, -0.593432)
N (-1.375089, -0.417928, 0.549561)
N (-0.706543, 1.713399, 0.395077)
O (-1.268849, -1.837315, -0.324674)
O (0.271458, 2.663454, 0.387515)

Atomic forces in eV per Å
-2.050 1.058 0.482
-0.412 2.843 -2.017
-1.054 2.790 1.364
-3.437 -1.825 -1.152
3.276 -0.833 0.915
-4.164 -0.435 -0.925
1.197 -2.380 -1.469
6.692 -2.936 0.817
3.985 -0.676 1.609
-1.717 -2.500 -3.267
-1.166 -0.583 0.710
-1.401 2.677 2.241
0.250 2.800 0.693

Computed properties:
Relative energy (zero: lowest compared OMol25 entry of this formula, charge and spin)   173.1 kcal/mol
HOMO   -7.973 eV

---

# 8
This record from OMol25 describes a molecular structure, CH6N4O2 at a distorted geometry. The level of theory is wB97M-V/def2-TZVPD.

Atoms and positions in Å:
C (0.102888, -0.383996, 0.112278)
H (-2.223877, -0.749437, 1.138749)
H (-2.784563, -1.593358, -0.133724)
H (1.928498, -1.748922, 0.091593)
H (2.425861, 0.175364, -1.178772)
H (0.436252, 1.462316, 1.541672)
H (-1.797183, 1.576949, -0.465210)
N (-2.220111, -0.754135, 0.117906)
N (-0.836850, -0.996681, -0.565130)
N (1.559822, -0.698544, 0.295171)
N (-0.318821, 0.914233, 0.566313)
O (2.563735, 0.093967, -0.142200)
O (-0.800059, 1.646901, -0.428774)

Atomic forces in eV per Å
0.504 2.033 -0.906
0.983 0.116 -0.226
0.901 0.905 -0.092
-2.177 2.995 0.629
0.658 -0.035 2.875
-2.927 -1.795 -4.468
1.249 -0.301 0.620
0.427 -0.684 -2.135
0.120 -1.274 3.343
-2.566 -4.766 -0.050
4.273 -1.325 5.719
-0.013 2.081 -3.814
-1.431 2.051 -1.495

Computed properties:
Relative energy (zero: lowest compared OMol25 entry of this formula, charge and spin)   165.0 kcal/mol
HOMO   -8.494 eV

---

# 9
This record from OMol25 describes a molecular structure, CH6N5 at a distorted geometry. The level of theory is wB97M-V/def2-TZVPD.

Atoms and positions in Å:
C (0.572252, 0.507815, 1.106920)
N (-1.076304, 1.391097, 0.904020)
N (-1.098357, 1.483045, -0.296477)
N (-0.078569, 0.869182, -0.943927)
N (0.649167, 0.110447, -0.192881)
N (-0.030723, -1.422328, -0.381161)
H (0.975926, 1.561784, 1.326585)
H (0.823179, -0.204708, 1.909073)
H (-0.116755, 0.729190, -1.885388)
H (0.111747, -2.057338, 0.337276)
H (0.354847, -1.660628, -1.286207)
H (-1.086410, -1.307558, -0.597833)

Atomic forces in eV per Å
2.277 1.378 -0.472
0.056 0.597 -0.422
-0.499 -0.956 -0.682
-1.150 3.384 2.027
2.983 3.780 4.193
-5.413 -3.747 -3.624
-0.554 -1.497 -0.078
-0.443 -0.006 -0.543
-0.304 -0.040 -3.114
0.552 -1.772 1.440
0.470 -0.758 0.303
2.024 -0.363 0.973

Computed properties:
Relative energy (zero: lowest compared OMol25 entry of this formula, charge and spin)   84.3 kcal/mol
Total charge   +1
Spin multiplicity   3
Expectation value of S²   2.02
HOMO (alpha / beta)   -11.168 / -15.241 eV

---

# 10
This record from OMol25 describes 2 unconnected molecules or ions with the total composition CH6NO at a distorted geometry. The level of theory is wB97M-V/def2-TZVPD.

Atoms and positions in Å:
O (2.121378, -0.735733, -0.537765)
H (1.699444, -1.217321, -1.297797)
C (-1.727978, 0.535537, 0.233816)
N (-0.293371, 0.302628, 0.342431)
H (-2.297383, -0.057589, -0.468611)
H (-1.847051, 1.558328, -0.162401)
H (-2.316253, 0.436275, 1.224980)
H (-0.034846, 0.270591, 1.326219)
H (0.246528, -0.436038, -0.120183)

Atomic forces in eV per Å
-0.743 -0.968 -0.999
0.751 0.530 0.829
-0.236 0.506 0.824
-0.804 0.215 1.312
0.190 -0.722 -0.348
-0.438 0.019 0.413
0.939 0.271 -1.275
0.161 -0.005 -0.473
0.181 0.153 -0.283

Computed properties:
Relative energy (zero: lowest compared OMol25 entry of this formula, charge and spin)   16.1 kcal/mol
Total charge   -1
HOMO   -2.234 eV

---

Which formula does entry 5 have? CH6N4

---

What is the relative energy (zero: lowest compared OMol25 entry of this formula, charge and spin) in the first record? 9.3 kcal/mol

---

Please write out number 1 again, unchanged.
This record from OMol25 describes 2 unconnected molecules or ions with the total composition CH6N2S2. The level of theory is wB97M-V/def2-TZVPD.

Atoms and positions in Å:
H (0.350405, -0.222630, 0.910555)
N (-0.254647, 0.590185, 0.921182)
C (0.043289, 1.332685, 1.906932)
N (-0.731907, 2.398491, 2.251520)
H (0.967121, 1.325648, 2.488226)
H (-1.574790, 2.594876, 1.741996)
H (-0.632148, 2.774693, 3.174418)
S (0.750251, -1.884129, -4.142491)
S (0.012317, -3.774013, -3.685691)
H (0.385156, -1.227028, -3.031514)
H (0.684951, -3.908775, -2.535132)

Atomic forces in eV per Å
0.356 0.171 -0.378
-0.135 -0.511 0.429
-0.248 0.596 -0.406
0.213 0.325 0.127
-0.051 -0.580 0.231
-0.110 -0.215 0.033
-0.016 0.203 -0.046
0.222 -0.118 -0.057
-0.096 0.383 0.175
-0.267 -0.030 -0.042
0.133 -0.226 -0.066

Computed properties:
Relative energy (zero: lowest compared OMol25 entry of this formula, charge and spin)   9.3 kcal/mol
SMILES   [H]/N=C/N.SS
HOMO   -8.946 eV